Computed, not measured: C13H14Cl2N2ORhS3 as an isolated structure, with ωB97M-V/def2-TZVPD.

Each line ends with the Löwdin charge.
CARTESIAN COORDINATES (ANGSTROEM)
1 Rh -0.4778 0.8734 -1.8485  0.1986
2 S -0.9928 -1.2826 -1.9514  0.7582
3 C 0.4752 -2.0664 -1.5739  -0.6545
4 C 0.5035 -3.4228 -1.1809  -0.0288
5 C 1.7068 -4.0381 -0.9552  -0.1595
6 C 1.7346 -5.4148 -0.5489  -0.1592
7 N 1.7558 -6.5163 -0.2267  0.2062
8 C 2.9280 -3.3129 -1.1024  -0.1593
9 C 2.9102 -1.9934 -1.4665  -0.0250
10 C 1.6759 -1.3538 -1.7078  -0.6428
11 S 1.5953 0.2779 -2.2046  0.7576
12 C 4.1806 -3.9649 -0.8436  -0.1585
13 N 5.1885 -4.4760 -0.6429  0.2064
14 H -0.4218 -3.9704 -1.0629  0.1312
15 H 3.8350 -1.4413 -1.5662  0.1326
16 Cl -2.8494 1.9215 -2.0046  0.5955
17 C -2.1990 3.3572 -2.8527  -0.8684
18 Cl -0.4648 3.1444 -3.1894  0.6038
19 H -2.3206 4.2148 -2.2026  0.0387
20 H -2.7255 3.4634 -3.7934  0.0478
21 C -1.1124 -0.9279 2.7159  -0.1168
22 C -0.7543 0.5467 2.7766  -0.3838
23 S -1.2165 1.3768 1.2573  0.9743
24 O -0.2380 0.7433 0.2458  -0.6735
25 C -0.5843 3.0461 1.5720  -0.3722
26 C -1.7068 4.0698 1.6164  -0.1257
27 H -0.7960 -1.4128 3.6377  0.0896
28 H -0.6059 -1.4133 1.8827  0.0695
29 H -2.1873 -1.0718 2.6091  0.0846
30 H 0.3170 0.7143 2.9044  0.1061
31 H -1.2922 1.0738 3.5694  0.1065
32 H 0.1137 3.2158 0.7494  0.0940
33 H -0.0040 3.0316 2.4951  0.0959
34 H -2.3180 4.0351 0.7141  0.0603
35 H -1.2870 5.0701 1.7108  0.0879
36 H -2.3657 3.9037 2.4684  0.0829

The value obtained for the energy above the lowest of the compared OMol25 structures with the same formula, charge and spin is 0.000 eV. The LUMO energy (alpha / beta) is -4.52 / -5.79 eV. Its charge is +1. The largest force on an atom is 0.6 eV/A. The HOMO energy (alpha / beta) is -11.57 / -11.72 eV.